C28H34BrEuGeN3O4 as an isolated structure at a distorted geometry, computed with ωB97M-V/def2-TZVPD.

```
72
Properties=species:S:1:pos:R:3:forces:R:3:lowdin_spin:R:1
Eu -0.49666 0.78175 -0.52909 -0.4 1.3 0.9 6.06
O 0.04769 -1.34173 0.21463 0.2 -0.7 0.3 -0.01
C -0.67859 -2.23855 -0.73599 -0.3 -0.1 -0.4 0.00
C 0.15959 -3.44218 -1.02407 0.1 0.1 0.0 0.00
C -0.29443 -4.70698 -0.91779 0.0 0.1 0.0 0.00
C -1.61479 -5.01233 -0.45842 -0.2 -0.2 0.0 0.00
C -2.40596 -3.97104 -0.06171 0.1 0.1 0.0 0.00
C -2.00838 -2.62039 -0.14398 0.2 -0.1 -0.1 0.00
C -2.84358 -1.64859 0.43490 0.0 0.4 0.2 0.00
N -2.55470 -0.39820 0.64309 -0.3 -0.2 0.1 0.00
C -3.63495 0.45158 1.08592 0.0 0.1 -0.1 0.00
C -3.72426 1.65468 0.13321 -0.1 -0.2 0.1 0.00
N -2.42317 2.28913 0.18256 0.0 0.3 0.0 -0.01
C -2.30623 3.36675 0.85837 -0.1 -0.1 -0.1 0.00
C -1.06542 3.92814 1.33983 0.3 -0.2 0.1 0.00
C -1.02995 5.28752 1.68275 0.0 0.0 0.0 0.00
C 0.06604 5.86302 2.27826 0.0 0.1 0.0 0.00
C 1.15810 5.04566 2.59618 -0.1 0.0 0.0 0.00
C 1.14239 3.70583 2.30570 0.1 -0.2 -0.1 0.00
C 0.05057 3.08041 1.64365 0.0 0.5 0.2 0.00
O 0.07527 1.81267 1.40887 0.0 -0.2 0.0 -0.01
H 1.15725 -3.23792 -1.39865 0.0 0.0 0.0 0.00
H 0.36248 -5.52789 -1.18954 0.0 0.0 0.0 0.00
H -1.95244 -6.03688 -0.37854 0.0 0.0 0.0 0.00
H -3.38989 -4.16612 0.35724 0.0 0.0 0.0 0.00
H -3.83307 -2.01019 0.75044 0.0 0.0 0.0 0.00
H -3.42664 0.84616 2.08855 0.0 0.0 0.0 0.00
H -4.59846 -0.07730 1.11727 0.0 0.0 0.0 0.00
H -4.53678 2.32538 0.44527 0.1 0.1 0.0 0.00
H -3.91823 1.29101 -0.87807 0.0 0.0 0.0 0.00
H -3.21858 3.89137 1.17539 0.0 0.0 0.0 0.00
H -1.89451 5.90287 1.45174 0.0 0.0 0.0 0.00
H 0.07935 6.92013 2.50950 0.0 0.0 0.0 0.00
H 2.01990 5.48051 3.08971 0.0 0.0 0.0 0.00
H 1.98647 3.07305 2.55312 0.0 0.0 0.0 0.00
Br 4.64924 5.10260 -3.13354 -0.1 -0.1 0.1 0.00
C 3.17164 4.05951 -2.48104 0.1 0.1 -0.1 0.00
C 1.88713 4.39688 -2.85578 0.0 0.0 0.0 0.00
C 0.83151 3.62703 -2.37454 -0.1 -0.1 0.1 0.00
C 0.98665 2.51966 -1.52552 0.3 0.4 -0.2 -0.02
C 2.32813 2.24875 -1.18906 -0.3 0.0 0.0 0.00
C 3.41384 2.98712 -1.64587 0.1 0.0 0.0 0.00
H 1.71101 5.24062 -3.51169 0.0 0.0 0.0 0.00
H -0.16705 3.92558 -2.68949 0.0 0.0 0.0 0.00
H 2.55781 1.40975 -0.52850 0.0 0.0 0.0 0.00
H 4.42762 2.73305 -1.36105 0.0 0.0 0.0 0.00
N -2.23235 -2.82443 -3.31864 0.1 0.0 0.1 0.00
C -0.92468 -2.15919 -3.33598 0.1 0.2 0.1 0.00
C -0.73006 -1.31002 -2.06475 -0.3 -1.1 -0.4 0.00
O 0.31737 -0.50122 -2.11923 0.4 -0.1 -0.6 -0.01
O -1.96354 -0.46281 -2.02851 0.3 -0.2 -0.3 0.00
H -2.41876 -3.26962 -4.20641 0.0 0.0 0.0 0.00
H -2.65681 -1.06683 -2.34338 -0.2 0.1 0.1 0.00
H -2.24497 -3.54873 -2.60619 0.0 -0.1 0.0 0.00
H -0.91209 -1.43850 -4.15496 0.0 0.0 0.0 0.00
H -0.07418 -2.83289 -3.46009 0.0 0.0 0.1 0.00
C 2.97709 -1.61482 3.29977 -0.2 -0.1 -0.3 0.00
Ge 2.21053 -2.43099 1.66041 0.2 -0.1 0.2 0.00
C 3.19031 -1.75820 0.08522 -0.2 0.0 0.2 0.00
C 2.40431 -4.39341 1.86588 -0.1 0.3 -0.1 0.00
C 0.29475 -1.88056 1.51604 0.4 0.1 0.0 0.00
H 4.02035 -1.90847 3.42463 0.0 0.0 0.0 0.00
H 2.42195 -1.92787 4.18555 0.0 0.0 0.0 0.00
H 2.92684 -0.52697 3.23098 0.0 0.0 0.0 0.00
H 3.80425 -2.54295 -0.35804 0.0 0.0 0.0 0.00
H 3.84185 -0.93112 0.37157 0.0 0.0 0.0 0.00
H 2.48499 -1.39588 -0.66452 0.0 0.0 0.0 0.00
H 3.45636 -4.68394 1.85108 0.0 0.1 0.0 0.00
H 1.88553 -4.90625 1.05760 0.0 0.0 0.0 0.00
H 1.97143 -4.71613 2.81426 0.0 0.0 0.0 0.00
H 0.09201 -1.08071 2.23321 0.0 0.0 0.0 0.00
H -0.39542 -2.69937 1.73030 0.0 0.0 -0.1 0.00
```
Positions in Å, forces in eV/Å.

## Properties
Total charge: -1
LUMO (spin up / spin down) (Eh): 0.09752 / 0.09758
Spin multiplicity: 7
Kohn-Sham gap (spin up / spin down) (eV): 6.4454 / 6.4535


C28H34CaF12N2O29S4 as an isolated structure at a distorted geometry, computed with ωB97M-V/def2-TZVPD.

```
110
Properties=species:S:1:pos:R:3:forces:R:3:lowdin_charge:R:1
Ca -5.07470 -1.31055 -4.06858 -0.2 0.9 0.3 1.90
C -10.76892 -0.69248 -7.83742 -0.3 2.0 2.4 -0.56
F -11.04519 -1.69396 -6.94033 0.0 0.8 -2.0 0.09
F -9.61082 -0.92683 -8.45606 -1.0 -0.7 -0.6 0.12
F -11.82986 -0.38397 -8.65036 2.1 -1.4 1.0 0.12
S -10.42288 0.90478 -6.76665 -1.3 1.0 0.3 0.66
O -9.55431 1.78408 -7.48866 1.2 -0.8 -0.4 -0.31
O -11.75003 1.50498 -6.60699 1.5 -2.0 0.3 -0.31
N -9.52961 0.32320 -5.35344 -1.8 0.4 -3.1 -0.34
S -10.45408 0.53731 -4.09034 1.3 1.0 1.3 0.53
O -11.81813 0.10071 -4.17575 0.5 0.4 0.2 -0.28
O -9.64656 0.13451 -2.94272 -0.2 -0.1 -0.3 -0.38
C -10.39011 2.50234 -3.94802 0.1 -2.0 -1.7 -0.69
F -11.36465 2.94994 -4.66670 -1.6 1.1 -0.3 0.14
F -10.60162 2.75160 -2.69771 0.4 1.0 1.6 0.17
F -9.28746 3.11975 -4.46710 -0.1 -0.9 1.3 0.11
C -1.42020 3.43847 -2.06937 1.1 -0.7 1.1 -0.69
F -0.15280 3.22328 -2.39486 -0.2 -0.4 -0.8 0.14
F -1.46201 4.66356 -1.61564 -0.7 0.6 0.8 0.18
F -2.24432 3.35238 -3.09381 -0.1 -0.4 -0.6 0.14
S -1.90033 2.08857 -0.77100 -1.7 -1.9 1.4 0.66
O -1.28527 2.27585 0.52698 0.1 0.3 -1.7 -0.30
O -3.35358 2.11692 -0.70225 0.6 0.1 -1.2 -0.36
N -1.52041 0.57246 -1.56862 0.1 2.5 1.6 -0.34
S -0.00090 0.17128 -1.22660 3.3 0.0 -1.7 0.58
O 0.54546 -0.56731 -2.38055 -1.1 0.4 1.6 -0.36
O 0.85487 1.25970 -0.72543 -1.6 -2.0 -0.4 -0.32
C -0.09310 -1.17201 0.15764 1.2 1.2 0.2 -0.68
F 1.08912 -1.54491 0.68883 -0.1 0.5 -0.8 0.13
F -0.79187 -0.66820 1.15304 -0.8 0.1 0.4 0.14
F -0.64732 -2.26945 -0.29958 -0.9 -0.7 -0.5 0.13
C -2.73664 5.89445 7.71112 -0.6 -0.6 -0.1 -0.07
C -3.90998 6.89066 7.85351 1.5 -0.7 -1.0 -0.13
O -4.73943 6.19188 8.69668 -3.5 0.3 1.3 0.07
C -4.29639 5.03740 9.15159 -1.1 -2.7 3.1 -0.54
O -4.87918 4.23467 9.92917 2.0 3.3 -3.2 0.09
O -3.05418 4.89470 8.71581 1.6 -0.3 0.1 0.06
H -1.75955 6.36870 7.80324 0.0 -0.5 0.4 0.13
H -2.79742 5.28902 6.80677 0.2 0.6 -0.4 0.13
H -4.38542 6.96853 6.87576 -0.1 0.6 0.2 0.13
H -3.62815 7.83758 8.31397 -0.1 0.0 -0.2 0.14
C 6.49266 -6.00189 -3.44429 -0.2 -0.6 0.8 -0.11
C 6.86960 -4.76888 -4.25900 -0.5 -0.8 -1.0 -0.14
O 7.41964 -3.91372 -3.30589 0.4 1.5 1.3 0.06
C 7.28149 -4.36371 -2.02526 0.9 0.3 3.1 -0.44
O 7.55266 -3.76019 -0.95497 -1.2 -2.4 -5.0 0.10
O 6.86168 -5.68397 -2.10224 0.5 2.0 0.8 0.03
H 7.03866 -6.92445 -3.64142 -0.2 0.1 -0.6 0.13
H 5.41985 -6.17867 -3.36725 0.0 -0.2 -0.6 0.13
H 6.02594 -4.33242 -4.79364 -0.4 0.3 0.7 0.13
H 7.53087 -4.93265 -5.10989 0.7 -0.3 0.5 0.13
C -1.36982 1.83218 -12.61705 -0.3 -0.2 -0.3 -0.12
C -0.78576 3.06909 -11.93288 0.1 -1.0 -0.8 -0.12
O -1.39872 3.06413 -10.64473 -0.5 -1.0 0.1 0.06
C -2.14994 1.89160 -10.51548 0.9 0.2 1.6 -0.55
O -2.57982 1.44074 -9.49089 0.0 1.0 -0.3 0.14
O -2.20468 1.23484 -11.64853 -1.0 0.0 -0.4 0.07
H -0.70651 0.98650 -12.79859 0.5 0.7 -0.9 0.14
H -1.94839 2.19493 -13.46662 0.0 -0.8 -0.2 0.13
H -1.04872 3.93864 -12.53524 0.1 0.2 0.6 0.13
H 0.29019 2.89534 -11.94805 0.1 0.7 0.8 0.13
C 3.89658 0.76055 6.92173 -0.8 1.8 -0.3 -0.09
C 2.92722 1.93958 6.95823 -1.3 -0.6 0.6 -0.13
O 3.68264 3.11735 7.07333 -1.5 0.6 0.2 0.10
C 4.94521 2.81631 7.08902 2.9 1.5 0.6 -0.61
O 5.83064 3.61652 7.31462 -1.1 -1.4 -0.6 0.14
O 5.13388 1.51405 6.84272 0.5 -2.2 -0.3 0.07
H 3.51878 0.21342 6.05800 1.5 -0.4 -0.3 0.13
H 3.78099 0.13631 7.80776 0.8 0.1 0.0 0.13
H 2.34466 1.79855 7.86863 -0.7 0.5 -0.4 0.13
H 2.35246 1.99040 6.03347 -0.3 0.1 0.3 0.13
C 4.66774 -7.86320 5.62736 0.6 1.0 1.1 0.00
C 5.91007 -6.94716 5.96213 -1.7 1.2 -0.7 -0.31
C 6.22972 -6.56320 7.42203 -1.1 -1.5 -0.8 -0.11
O 7.61512 -6.76260 7.47460 1.5 -0.1 0.0 0.05
C 8.10463 -7.37073 6.33896 2.6 -1.5 0.5 -0.47
O 9.25911 -7.81195 6.20897 -4.1 1.9 0.4 0.11
O 7.09937 -7.49208 5.45375 1.2 -0.9 -0.1 0.08
H 3.77450 -7.53494 6.15883 0.1 0.6 0.2 0.07
H 4.80011 -8.86225 6.04265 0.4 -0.2 -0.6 0.08
H 4.36465 -7.81272 4.58156 0.6 -0.4 0.0 0.08
H 5.84968 -5.97513 5.47261 -0.7 -0.1 -0.5 0.15
H 5.69694 -7.27159 8.05639 0.3 0.0 0.6 0.13
H 5.91947 -5.54747 7.66728 0.4 0.0 0.0 0.14
C 9.06370 2.79237 -5.10432 0.2 0.8 -0.5 -0.02
C 7.75429 3.17223 -4.47271 0.5 -2.4 0.8 -0.37
C 7.85509 3.40589 -2.94899 0.4 -2.7 -1.1 -0.15
O 7.40036 4.66106 -2.72886 -1.6 3.0 -1.7 0.08
C 6.92552 5.15370 -3.94719 -1.8 5.2 -0.9 -0.42
O 6.38370 6.27830 -4.15738 2.3 -4.9 1.7 0.09
O 7.17512 4.31904 -4.98371 -0.3 1.2 0.8 0.10
H 9.61756 3.71355 -5.28531 0.1 0.1 -0.3 0.10
H 8.84515 2.28705 -6.04506 0.5 -0.1 0.0 0.09
H 9.70422 2.21773 -4.43529 -0.3 -0.4 -0.1 0.09
H 7.06700 2.34197 -4.63521 -0.2 0.0 -0.1 0.15
H 8.89265 3.26794 -2.64480 -0.2 0.1 0.5 0.13
H 7.15986 2.66615 -2.55208 0.4 0.0 0.9 0.14
C -5.66728 -1.05411 4.84599 -1.0 -1.0 0.9 0.00
C -5.43310 -2.19586 5.94120 -0.9 2.4 -1.4 -0.33
C -5.05862 -3.55406 5.42645 0.0 -0.3 0.9 -0.09
O -3.95295 -3.92285 6.29137 -0.1 0.3 -0.4 0.04
C -3.41114 -2.78146 6.85146 -0.3 -0.4 -1.4 -0.49
O -2.28822 -2.72822 7.25898 -1.6 0.4 0.2 0.17
O -4.34922 -1.78125 6.69114 3.3 0.0 1.6 0.06
H -5.52970 -0.06165 5.27516 0.2 -0.2 0.2 0.08
H -6.72243 -1.08568 4.57444 -0.1 -0.1 -0.2 0.07
H -5.09692 -1.10938 3.91877 0.3 -0.4 0.3 0.07
H -6.25789 -2.21084 6.65366 -0.4 -0.1 -0.4 0.15
H -4.75769 -3.49632 4.38041 0.2 -0.4 0.1 0.13
H -5.89618 -4.22435 5.61961 0.3 -0.3 -0.4 0.13
```
Positions in Å, forces in eV/Å.

## Properties
LUMO (Eh): -0.25706
Kohn-Sham gap (eV): 2.9550


C28H34CdN10O3 as an isolated structure at a distorted geometry, computed with ωB97M-V/def2-TZVPD.

```
76
Properties=species:S:1:pos:R:3:forces:R:3:nbo_charge:R:1
Cd 0.21150 0.06952 -0.16187 -0.9 -0.2 0.4 1.72
C 3.66106 1.44841 2.90597 -0.1 0.0 0.1 0.01
C 3.23455 0.62103 1.87068 0.0 -0.1 -0.1 0.03
N 2.10193 -0.05870 1.96247 0.0 0.0 0.0 -0.39
C 1.38580 0.06842 3.07796 0.1 0.0 -0.1 0.10
C 1.80724 0.91183 4.09880 0.0 0.1 0.0 -0.01
N 2.94063 1.60383 4.01169 0.0 0.0 0.0 -0.37
C 0.13875 -0.74098 3.14953 -0.1 -0.2 0.0 0.20
C -0.42483 -1.08931 4.37185 0.0 0.1 0.0 -0.25
C -1.53362 -1.92479 4.39478 0.0 0.0 0.0 0.11
C -1.98526 -2.44573 3.18782 -0.1 -0.1 0.1 -0.28
C -1.35357 -2.07281 2.01084 0.1 0.1 0.0 0.27
N -0.35612 -1.19200 1.99485 0.2 0.3 0.1 -0.48
C -1.65848 -2.69915 0.69682 -0.1 0.0 -0.1 0.09
C -2.43566 -3.84367 0.55887 0.0 -0.1 -0.1 0.02
N -2.62076 -4.43110 -0.61941 0.0 0.0 0.0 -0.36
C -1.98005 -3.91179 -1.66040 -0.1 -0.1 0.2 0.00
C -1.17212 -2.78848 -1.52722 0.1 -0.1 0.0 0.03
N -1.05491 -2.17070 -0.36303 0.0 0.3 -0.1 -0.42
C -2.20149 -2.27664 5.66911 -0.1 0.0 0.0 -0.04
C -1.47452 -2.55494 6.82028 0.0 0.0 0.0 -0.25
C -2.16020 -2.86894 7.98395 -0.1 0.0 0.0 0.05
N -3.48784 -2.91239 8.06623 0.0 0.0 0.0 -0.40
C -4.18063 -2.64259 6.96192 0.1 0.0 0.1 0.05
C -3.58982 -2.32465 5.74888 0.0 0.0 0.0 -0.25
H 4.58685 2.00764 2.84140 0.0 0.0 -0.1 0.22
H 3.80033 0.50925 0.95119 0.0 0.0 0.1 0.24
H 1.21239 1.07572 4.99183 0.0 0.0 0.0 0.20
H 0.00065 -0.71428 5.29340 -0.1 0.0 0.0 0.23
H -2.80086 -3.15641 3.18449 0.0 0.0 0.0 0.23
H -2.91472 -4.32125 1.40661 0.0 0.1 0.0 0.20
H -2.11247 -4.40657 -2.61501 0.1 0.0 0.0 0.21
H -0.58403 -2.39411 -2.34535 0.0 0.0 0.1 0.24
H -0.39120 -2.55057 6.80645 0.0 0.0 0.0 0.22
H -1.61829 -3.10076 8.89454 0.0 0.0 0.0 0.20
H -5.26098 -2.67875 7.05687 0.0 0.0 0.0 0.20
H -4.20199 -2.09438 4.88514 0.0 0.0 0.0 0.22
N 0.04567 2.35680 1.32916 0.0 0.0 -0.1 -0.87
C 0.53510 3.34736 0.35202 0.0 -0.1 0.0 -0.30
C 1.72544 2.81315 -0.45503 0.1 -0.2 -0.1 0.62
O 2.62532 3.60002 -0.77529 -0.2 0.0 0.0 -0.69
N 1.64547 1.52170 -0.74238 0.6 0.2 -0.1 -0.89
C 2.72911 0.91684 -1.49933 -0.2 -0.1 0.0 -0.36
C 2.66549 -0.63104 -1.52612 0.1 0.0 0.2 0.77
O 3.71742 -1.23497 -1.70186 -0.3 0.1 0.0 -0.67
O 1.49494 -1.17553 -1.37484 0.5 -0.1 -0.4 -0.94
H -0.75914 2.72473 1.82081 0.0 0.0 0.0 0.36
H 0.76834 2.22487 2.02678 0.0 0.0 0.0 0.36
H 0.85530 4.28643 0.80131 0.0 0.0 0.1 0.20
H -0.28173 3.56945 -0.33941 0.0 0.0 0.0 0.19
H 3.70312 1.22543 -1.12076 0.1 0.0 0.0 0.21
H 2.70822 1.22911 -2.55278 0.1 0.1 0.0 0.20
C -0.29178 2.21305 -2.98149 0.0 0.0 0.0 -0.41
N -1.13048 1.14604 -2.43301 0.0 -0.1 0.0 -0.47
C -1.05030 -0.00333 -3.33600 0.0 0.1 0.0 -0.44
C -2.50345 1.62113 -2.31331 0.0 0.0 0.1 -0.23
C -3.40401 0.76087 -1.44228 0.1 0.0 0.0 -0.23
N -3.01635 0.66843 -0.03568 0.0 0.0 0.0 -0.45
C -3.04774 1.97531 0.61161 0.0 -0.1 -0.1 -0.42
C -3.97382 -0.20177 0.63449 0.1 0.0 0.0 -0.42
H -0.64823 2.52235 -3.97584 0.0 0.0 0.0 0.17
H 0.73633 1.86774 -3.06928 -0.1 0.0 0.0 0.23
H -0.29985 3.08214 -2.32556 0.0 -0.1 -0.1 0.20
H -1.22332 0.29953 -4.37893 0.0 0.0 0.0 0.18
H -1.79910 -0.74825 -3.07364 0.0 0.0 0.0 0.19
H -0.05948 -0.45487 -3.25811 0.0 0.0 0.0 0.24
H -2.97708 1.68826 -3.30552 0.0 0.1 0.0 0.18
H -2.47847 2.63624 -1.91388 0.0 0.0 0.0 0.20
H -3.44763 -0.25714 -1.83674 0.0 0.0 0.0 0.20
H -4.42175 1.17916 -1.52058 -0.1 0.0 0.0 0.17
H -4.03671 2.45222 0.52018 0.0 0.0 0.0 0.17
H -2.29752 2.63495 0.18051 0.0 0.0 0.0 0.20
H -2.82222 1.84729 1.67086 0.0 0.0 0.0 0.20
H -3.72998 -0.27761 1.69513 0.0 0.0 0.0 0.20
H -3.95201 -1.19955 0.19468 0.0 0.0 0.0 0.20
H -5.00254 0.18272 0.54727 0.0 0.0 0.0 0.17
```
Positions in Å, forces in eV/Å.

## Properties
LUMO (Eh): -0.04462
Kohn-Sham gap (eV): 6.5617


| no. | energy (eV) |
| --- | --- |
| 1 | -188136.9420 |
| 2 | -186320.9169 |
| 3 | -55196.2696 |